1.
C30H43F5P2STb as an isolated structure. Source: the OMol25 dataset; level of theory: the ωB97M-V functional and the def2-TZVPD basis.

XYZ file:
```
82
Properties=species:S:1:pos:R:3:lowdin_spin:R:1
P 0.91293 1.16724 -4.53075 0.000
C -1.28613 1.74219 0.27279 -0.001
H -3.38359 -0.84547 0.90237 0.000
C 0.30628 0.57948 -1.36795 0.001
H 2.61607 0.57736 -7.81470 0.000
C 2.87699 -2.39804 2.93736 -0.002
H -1.37242 -1.41257 6.04071 -0.001
C 0.76718 -1.59590 4.23259 -0.015
C 4.65402 -0.92947 -6.53865 0.000
C -1.30707 -1.41022 -1.16493 -0.001
C -0.80148 2.32436 4.83254 -0.005
H 1.50585 -1.67178 6.26598 -0.001
H -3.38165 -1.50315 -1.34270 0.000
C -0.77549 1.65864 -1.13977 0.000
P 3.00558 -0.69742 -5.75960 0.000
C 1.23900 1.41687 -6.35491 0.000
H 0.41581 0.94269 -6.91790 0.000
C -1.69625 3.28268 4.32530 -0.004
H 2.37122 3.05177 -4.09834 0.000
C -1.71307 -1.23564 5.00710 -0.005
S 0.50817 1.77615 3.81471 -0.034
H 3.41493 -1.44596 3.06827 0.000
C -2.22466 -2.70913 2.20675 0.001
F -1.86424 2.44999 8.36151 0.001
H 0.76393 3.59909 -4.64789 0.000
C 1.40168 -2.23923 3.11443 -0.006
H 3.09567 -2.79558 1.94288 0.000
H 1.00849 3.05763 -2.95545 0.000
C -0.66147 -1.64723 4.02813 -0.028
H -1.00131 2.67246 0.79308 0.000
H -1.27138 2.04393 -5.17980 0.000
C 1.29013 2.88859 -3.99982 0.000
H 0.97509 -1.79605 -6.60975 0.000
H -1.96601 -0.16836 4.91129 -0.002
H 3.41129 1.57040 -6.57006 0.000
H -2.55714 -3.68217 2.60949 0.000
H -0.24262 -3.48548 0.30366 0.000
H 0.66940 0.67530 -2.42566 0.000
H 5.30845 -0.10155 -6.24101 0.000
H -2.14722 -2.81943 1.11610 0.000
H 1.21181 0.85926 -0.78781 0.000
C -0.90657 -2.31784 2.78078 -0.003
F -1.75642 3.47520 2.98085 -0.001
C 0.36218 -2.69999 2.22210 0.006
H -0.31130 2.63552 -1.36205 0.000
H 4.57463 -0.95243 -7.63218 0.000
C -1.79529 2.74370 7.04328 0.001
Tb 0.35264 -0.35086 2.21126 6.110
C -3.06651 -0.06957 0.19200 0.000
H 2.54288 -0.78435 5.13433 0.000
F -3.28772 5.00431 4.61139 0.001
H 3.26925 -3.10110 3.68122 -0.001
H -2.23444 0.90625 1.97775 0.001
C -2.59758 3.75283 6.51183 -0.005
H -1.20112 0.25993 -5.26728 0.000
H 2.23169 -1.67300 -7.88581 0.000
H 0.78504 -1.47681 -0.88869 0.000
H -3.00540 -1.97687 2.43124 0.000
H 1.03380 -0.07029 5.70587 0.000
H -1.40018 1.05079 -3.69077 0.000
C 2.59887 0.84562 -6.74859 0.000
H 1.51569 -3.30923 0.48950 0.000
H -2.72395 0.01670 -1.95284 0.000
C 2.04864 -1.87758 -6.82224 0.000
F -3.43993 4.43472 7.30399 -0.002
C -0.94129 2.03857 6.21500 -0.005
C -0.08432 -0.84190 -1.10886 0.001
H -1.59756 1.54435 -1.86560 0.000
H 1.20054 2.50095 -6.54103 0.000
C 0.58253 -3.55810 1.01949 0.001
C -2.53767 4.02115 5.14031 0.001
C 1.49716 -1.00512 5.39101 -0.001
H -3.98288 0.50649 -0.02714 0.000
H 2.38593 -2.89547 -6.58926 0.000
H -1.36977 -2.50680 -1.21899 0.000
F -0.25798 1.01658 6.81783 -0.001
C -0.91895 1.13872 -4.67129 0.000
H -2.64392 -1.80908 4.86183 0.000
C -2.63189 -0.71975 -1.13923 0.000
H 0.64676 -4.60820 1.35212 0.000
H 5.08044 -1.87450 -6.18741 0.000
C -2.09275 0.84021 0.88473 0.002
```

Values from the calculation:
- lowest unoccupied orbital energy (spin up / spin down) (eV) = -4.71 / -3.44
- net charge = +1
- expectation value of S² = 12.639
- multiplicity = 7
- HOMO level (spin up / spin down) (eV) = -9.7 / -9.7

2.
A single C3H5N3O molecule. Source: the OMol25 dataset; level of theory: the ωB97M-V functional and the def2-TZVPD basis.

XYZ file:
```
12
Properties=species:S:1:pos:R:3:nbo_charge:R:1
H 0.96586 -0.06590 -1.87595 0.202
H 0.03929 -2.67709 -1.47874 0.469
N 0.04068 0.67450 1.93023 -0.378
C 0.23645 -0.74688 -1.41848 -0.092
H -0.84951 2.53642 1.36296 0.204
C -0.00195 -0.16754 -0.01018 0.274
C -0.54274 1.53665 1.09352 0.195
O 0.74372 -2.03531 -1.62001 -0.695
H -0.69792 -0.57037 -1.97452 0.189
N -0.62591 1.04353 -0.11018 -0.505
H 0.27756 0.94283 2.88708 0.419
N 0.41447 -0.47086 1.21427 -0.281
```

Values from the calculation:
- lowest unoccupied orbital energy (eV) = 0.85
- net charge = 0
- HOMO level (eV) = -10.0
- energy above the lowest of the compared OMol25 structures with the same formula, charge and spin (eV) = 1.640

3.
A single CH2BrClO molecule. Source: the OMol25 dataset; level of theory: the ωB97M-V functional and the def2-TZVPD basis.

XYZ file:
```
6
Properties=species:S:1:pos:R:3:nbo_charge:R:1
H -0.23127 1.20326 -0.19146 0.219
Cl -1.11564 0.38749 -1.98937 0.033
Br 1.74063 1.42508 -1.70924 0.135
H 0.94876 -1.44823 -1.03432 0.468
O 0.70984 -0.79022 -0.24631 -0.736
C 0.24823 0.65201 -0.98552 -0.118
```

Values from the calculation:
- lowest unoccupied orbital energy (eV) = 0.69
- net charge = 0
- HOMO level (eV) = -10.7
- energy above the lowest of the compared OMol25 structures with the same formula, charge and spin (eV) = 0.972

4.
C25H13BrIrN2O11S as an isolated structure. Source: the OMol25 dataset; level of theory: the ωB97M-V functional and the def2-TZVPD basis.

XYZ file:
```
54
Properties=species:S:1:pos:R:3:lowdin_spin:R:1
C -1.84890 -0.57585 5.04685 0.002
C 5.51447 1.66700 -2.49294 0.000
C -1.92441 -4.30638 -1.71333 -0.001
O -0.85284 1.71031 -2.37394 0.225
C 5.00873 -0.55140 -1.77804 0.000
O 1.65443 2.79168 -1.39922 0.013
C -1.02428 3.53642 -0.85882 0.075
C -3.93436 -2.54404 -2.33394 0.018
O -0.95596 2.89698 0.18385 0.222
C 0.47326 -0.63215 4.38008 0.001
C 4.23525 2.06569 -2.13420 0.001
Ir -0.81060 0.49171 -0.13614 2.903
H 1.84511 -1.37850 5.83966 0.000
O -1.19556 3.84061 -4.44350 0.130
C -2.79889 -2.04866 -1.66156 0.027
Br 5.55858 -2.35926 -1.53615 0.000
C 3.72690 -0.17693 -1.41395 0.001
C -1.15077 3.98208 -3.24360 0.050
H 6.21001 2.38239 -2.91547 0.000
C -3.05044 -4.77934 -2.36016 0.009
N -2.38207 0.45254 2.51981 0.007
O 1.23997 0.68694 -0.67805 0.120
H 3.89707 3.08524 -2.26316 0.000
O -0.60399 -1.62293 0.23724 0.140
O -0.16990 0.34354 1.96725 0.142
H -3.13666 -5.82670 -2.62545 0.001
C -1.78452 -2.96630 -1.34596 0.009
H 3.01845 -0.88223 -0.99829 0.000
C -0.16802 -1.37759 6.58325 0.001
S -2.80043 -0.31808 -1.37902 0.245
H 0.09729 -1.78342 7.55165 0.000
C -4.06482 -3.87649 -2.67102 0.000
C 1.95114 1.61898 -1.20357 0.015
O -2.53421 0.85682 1.33813 0.126
H -4.71813 -1.84124 -2.59288 0.004
C 5.91403 0.34874 -2.31541 0.000
C -1.14926 5.01808 -1.00424 0.058
H -2.87822 -0.35700 4.80282 0.000
C 3.34235 1.14987 -1.59400 0.005
O 0.48770 -3.27850 -0.77881 0.033
H 1.20834 -0.45773 3.60891 0.000
C -1.25452 5.30539 -2.49438 0.049
O -1.17053 5.84239 -0.11664 0.148
N -1.15851 0.17888 2.80991 0.013
C -0.52403 -2.60969 -0.59861 0.020
H -4.95990 -4.21185 -3.18493 0.000
H -1.10075 -4.96547 -1.46961 0.000
C 0.80834 -1.14856 5.62572 0.000
C -1.49546 -1.08849 6.28350 0.000
C -0.85408 -0.34762 4.10359 0.004
O -1.38354 6.39653 -2.99901 0.122
H -2.27018 -1.27054 7.01875 0.000
H 6.90789 0.02207 -2.59013 0.000
C -0.99057 2.91202 -2.20281 0.061
```

Values from the calculation:
- lowest unoccupied orbital energy (spin up / spin down) (eV) = 4.02 / 3.02
- net charge = -2
- expectation value of S² = 8.781
- multiplicity = 6
- HOMO level (spin up / spin down) (eV) = -2.1 / -2.4

5.
C9H5Cl9Cr2O4 as an isolated structure. Source: the OMol25 dataset; level of theory: the ωB97M-V functional and the def2-TZVPD basis.

XYZ file:
```
29
Properties=species:S:1:pos:R:3:lowdin_spin:R:1
H 2.70592 -0.21246 -2.30831 0.000
C -0.16250 -0.21458 -0.17761 0.008
O 0.99087 3.18225 0.18467 -0.011
C -4.05486 -0.50798 1.12721 0.000
H -1.13107 2.89087 2.84241 -0.002
Cl 1.48487 -4.33082 -4.34001 0.000
Cl 1.39430 -5.12696 -1.46189 0.002
C 0.94594 1.95011 -0.22590 0.006
O 2.95868 2.13861 -1.71921 -0.053
Cl 3.89378 -5.13228 -2.90835 0.000
Cr 2.15469 4.28187 -1.45583 4.063
Cl 1.12552 3.39504 3.39852 0.422
C -0.62402 3.00692 3.80029 -0.041
C 2.36428 -4.29064 -2.74551 0.000
Cl -0.66231 1.46242 4.71545 0.197
Cl -3.30709 0.45260 2.37080 0.000
C -0.04158 1.16790 0.24562 -0.002
H 2.52551 -3.24579 -2.48018 0.000
Cl -5.69485 0.02599 0.94072 0.000
C 2.01986 0.08974 -1.53087 -0.002
H -0.73617 1.45688 1.02049 0.000
Cl -3.96708 -2.29108 1.59484 0.002
H -3.60142 -0.37672 0.14474 0.000
Cr -1.57887 -1.99334 -1.66187 3.963
C 0.89559 -0.79887 -1.18074 0.008
C 2.06701 1.36303 -1.11218 0.002
O 0.53794 -1.84878 -1.74190 0.004
O -1.15391 -0.95514 0.03162 0.010
Cl -1.34906 4.46113 4.63305 0.423
```

Values from the calculation:
- lowest unoccupied orbital energy (spin up / spin down) (eV) = -12.23 / -15.38
- net charge = +3
- expectation value of S² = 24.816
- multiplicity = 10
- HOMO level (spin up / spin down) (eV) = -16.8 / -16.8

6.
C14H34NO2P2SiV as an isolated structure. Source: the OMol25 dataset; level of theory: the ωB97M-V functional and the def2-TZVPD basis.

XYZ file:
```
55
Properties=species:S:1:pos:R:3:lowdin_spin:R:1
H 2.69592 0.72369 -2.62314 0.000
H -1.74894 -1.45122 -2.44396 0.000
V 0.04294 0.18810 0.20934 0.917
H 2.27204 -1.60567 -2.58127 0.000
C 3.67012 -0.37138 0.20417 -0.001
H 0.98143 -2.73457 -3.09886 0.000
H -5.10321 -2.67293 1.42078 0.000
H -1.45801 0.08169 3.59602 0.000
H -4.21085 -0.91786 3.01045 0.000
H 3.59165 -1.22995 -0.47366 0.000
H 1.02261 -4.02303 -0.88803 0.000
C -1.60832 2.98042 1.29517 -0.002
H 1.03705 2.98241 2.95741 0.000
H 2.90723 2.17009 2.02201 0.000
C -4.16186 -2.16768 1.22390 0.002
H 2.14093 3.27043 0.85623 0.000
C 2.83713 2.43003 0.95918 0.013
H -3.74034 -3.24416 -0.62917 0.000
H 4.65329 0.09994 0.06064 0.000
N -1.81509 -0.85145 0.70367 0.002
C -2.49373 -0.53452 1.80789 0.004
C 0.26690 2.28781 3.31452 0.001
H -0.10751 1.01504 -1.97832 -0.003
Si 2.31454 0.94587 -0.10553 0.015
H 0.15782 1.45844 -3.56703 0.000
H 1.37422 0.11624 1.09634 -0.009
C 1.18887 -1.74923 -2.66284 0.006
O -1.90850 -0.90983 -3.42561 0.000
H 0.75173 1.48583 3.88682 0.000
H -2.05009 3.51135 2.15036 -0.001
C -1.30649 -2.12716 -1.27390 0.007
O -0.47682 1.03310 -2.96444 -0.005
H -2.84424 -0.65867 -3.46366 0.000
P -0.60140 1.57099 1.89062 0.022
H 3.85690 1.83948 -1.85091 0.000
C 1.13077 -3.16977 -0.20600 -0.002
H 3.62822 -0.75002 1.23379 0.000
H 2.18803 -3.01248 0.03335 0.000
H 0.69886 1.15795 -0.88922 0.000
H 2.19910 2.38778 -2.18829 0.000
C -3.42809 -2.48776 0.08903 -0.001
H 0.58656 -3.37354 0.72381 0.000
H 0.77446 -0.96187 -3.30840 0.000
P 0.46284 -1.68308 -0.99368 0.017
H -1.27970 0.02415 -3.28029 0.000
H -2.40287 2.61178 0.63133 0.000
C -2.20857 -1.83210 -0.14441 0.003
C -1.92028 0.53541 2.70324 0.014
H -0.44496 2.82309 3.95956 0.000
H -0.95412 3.65472 0.72598 0.000
H 3.82975 2.76678 0.62743 0.002
H -1.38483 -3.16662 -1.62214 0.001
H -2.71956 1.20657 3.04669 0.001
C 2.80427 1.52395 -1.87947 -0.003
C -3.68779 -1.19657 2.10251 0.000
```

Values from the calculation:
- lowest unoccupied orbital energy (spin up / spin down) (eV) = -3.41 / -3.27
- net charge = +1
- expectation value of S² = 0.758
- multiplicity = 2
- HOMO level (spin up / spin down) (eV) = -10.9 / -10.7

| no. | electronic energy (eV) | F_max (eV/Å) |
| --- | --- | --- |
| 1 | -97232.3060 | 5.47 |
| 2 | -9708.9434 | 1.20 |
| 3 | -85680.3212 | 5.02 |
| 4 | -135352.0636 | 1.16 |
| 5 | -187111.9084 | 4.28 |
| 6 | -72789.8746 | 3.27 |